(1)
Density functional theory data (ωB97M-V/def2-TZVPD) for a molecular structure, C8H28BClCrO8S2.

Each line ends with the Löwdin charge.
Atoms and positions in Å:
Cr  -0.7071  14.7660  -15.1321  0.45
Cl  -0.5746  13.3244  -13.1688  -0.01
B  -0.3604  16.4150  -16.8931  -0.37
H  -0.0907  15.2943  -17.2844  -0.03
H  -1.3341  16.3688  -16.1686  -0.05
H  0.5812  16.8080  -16.2407  -0.02
H  -0.6167  17.1437  -17.8144  -0.02
O  1.0664  17.7597  -12.8886  -0.23
S  -0.2994  17.3858  -12.8358  0.58
O  -0.7980  16.3746  -13.7199  -0.39
O  -0.5883  16.9474  -11.3606  -0.23
C  -1.6842  16.0152  -11.0903  -0.25
C  -1.2119  15.0959  -9.9987  -0.08
C  -1.3220  18.8036  -13.0225  -0.09
H  -1.9479  15.4610  -11.9882  0.06
H  -2.5310  16.6370  -10.7870  0.12
H  -1.9809  14.4042  -9.6594  0.09
H  -0.8157  15.6564  -9.1519  0.08
H  -0.4002  14.4768  -10.3877  0.06
H  -2.3481  18.4578  -12.9204  0.07
H  -1.1079  19.2287  -13.9992  0.09
H  -1.0449  19.4785  -12.2172  0.08
O  3.6198  14.2895  -16.3972  -0.25
S  3.0640  14.7365  -15.1625  0.57
O  1.6487  14.8369  -15.0183  -0.34
O  3.5961  13.8231  -13.9849  -0.25
C  3.1793  12.4374  -14.0709  -0.26
C  3.9666  11.6459  -13.0524  -0.06
C  3.7793  16.2525  -14.6797  -0.10
H  3.4017  12.0488  -15.0662  0.12
H  2.1085  12.3924  -13.8628  0.08
H  5.0357  11.8103  -13.1877  0.08
H  3.7386  10.5917  -13.2095  0.08
H  3.7110  11.9284  -12.0322  0.08
H  3.4778  16.9368  -15.4750  0.09
H  4.8594  16.1595  -14.6475  0.08
H  3.3375  16.5607  -13.7366  0.07
C  -3.8653  15.8353  -14.6878  -0.11
O  -3.0482  14.6933  -14.9528  -0.19
H  -3.3359  16.6934  -15.1009  0.07
H  -4.8027  15.7639  -15.2391  0.09
H  -4.0183  15.9737  -13.6179  0.08
H  -3.6009  13.9080  -14.9660  0.10
C  0.2992  12.7001  -17.3609  -0.09
O  -0.6928  13.0073  -16.3708  -0.22
H  -0.1456  12.7026  -18.3594  0.09
H  1.0614  13.4681  -17.3267  0.06
H  0.7044  11.7034  -17.1804  0.09
H  -1.3339  12.2952  -16.3143  0.10

Its largest force on an atom is 0.9 eV/Å. The LUMO energy (alpha / beta) is 0.17 / 0.16 eV. The value obtained for the highest occupied orbital energy (alpha / beta) is -7.82 / -9.18 eV. The calculation puts the total energy at -88420.1685 eV. Its spin multiplicity is 5.

---

(2)
Density functional theory data (ωB97M-V/def2-TZVPD) for 2 unconnected molecules or ions with the total composition C6H12N2.

Each line ends with the Löwdin charge.
Atoms and positions in Å:
C  -2.2439  -0.4031  0.0420  -0.27
C  -0.8057  -0.7314  0.6318  -0.21
C  0.1058  -0.6642  -0.3867  -0.25
C  1.5873  -1.0192  -0.6185  -0.19
C  1.3798  1.1713  0.2960  -0.25
C  0.3367  0.1354  0.7467  -0.25
H  -3.2200  0.9590  -0.9969  0.10
H  -1.7402  1.4921  0.0932  0.15
H  -2.7079  -0.1649  0.9781  0.09
H  -2.7173  -1.2803  -0.3057  0.11
H  -0.9467  -1.5931  1.3547  0.17
H  -0.2814  0.0638  -0.9601  0.09
H  1.9944  -1.0945  -1.6335  0.09
H  1.9940  -2.1014  -0.0768  0.16
H  3.3772  0.8682  -0.6029  0.28
H  1.0317  1.9931  -0.3944  0.12
H  2.0246  1.6693  0.9460  0.08
H  0.8163  -0.2925  1.6966  0.17
N  -2.2308  0.8279  -0.6645  -0.03
N  2.2461  0.1645  -0.1452  -0.14

Its largest force on an atom is 8.5 eV/Å. The LUMO energy is 0.88 eV. The value obtained for the highest occupied orbital energy is -7.91 eV. The calculation puts the total energy at -9387.9205 eV.

---

(3)
Density functional theory data (ωB97M-V/def2-TZVPD) for a molecular structure, C45H37BiCl2N9O3S.

Each line ends with the Löwdin charge.
Atoms and positions in Å:
Bi  -0.1469  -0.5448  0.1757  1.93
C  -0.1574  -6.9308  -2.3010  -0.09
C  -0.9250  -6.3852  -3.3394  -0.09
C  -1.0442  -5.0155  -3.4979  -0.01
C  -0.3905  -4.2041  -2.5808  -0.10
C  -0.3137  -2.7494  -2.4366  -0.28
N  0.4035  -2.4511  -1.3126  0.03
C  0.8871  -3.6062  -0.7908  -0.33
N  1.7656  -3.7428  0.1799  0.20
C  2.3678  -2.7029  0.7450  -0.31
C  3.4942  -2.8586  1.6474  -0.11
C  4.1662  -3.9797  2.1263  -0.02
C  5.2305  -3.7713  2.9816  -0.10
C  5.6277  -2.4733  3.3457  -0.10
C  4.9687  -1.3608  2.8613  -0.02
C  3.8893  -1.5710  2.0075  -0.11
C  2.9929  -0.6626  1.3176  -0.31
N  3.0937  0.6592  1.4298  0.20
C  2.4115  1.4831  0.6690  -0.31
N  1.4973  1.1662  -0.2886  0.01
C  1.1865  2.2901  -0.9893  -0.30
N  0.4491  2.4274  -2.0693  0.21
C  -0.0739  1.3933  -2.7205  -0.29
N  0.0089  0.0959  -2.3883  0.07
C  -0.6429  -0.6316  -3.3186  -0.30
N  -0.8021  -1.9440  -3.3513  0.21
C  -1.2005  0.2571  -4.3422  -0.11
C  -1.9408  0.0267  -5.4900  -0.01
C  -2.3139  1.1293  -6.2436  -0.09
C  -1.9513  2.4254  -5.8607  -0.10
C  -1.2083  2.6517  -4.7120  -0.02
C  -0.8433  1.5475  -3.9588  -0.11
C  1.8806  3.4320  -0.3885  -0.11
C  1.8953  4.7818  -0.7075  -0.05
C  2.6724  5.6169  0.0774  -0.09
C  3.4342  5.1097  1.1386  -0.09
C  3.4383  3.7568  1.4356  -0.02
C  2.6416  2.9281  0.6598  -0.11
N  2.0982  -1.3781  0.5833  0.01
C  0.3668  -4.7451  -1.5488  -0.13
C  0.5048  -6.1180  -1.3966  -0.02
H  -0.0816  -8.0068  -2.2092  0.09
H  -1.4331  -7.0503  -4.0259  0.09
H  -1.6294  -4.5786  -4.2948  0.11
H  3.8539  -4.9730  1.8351  0.11
H  5.7708  -4.6202  3.3808  0.09
H  6.4664  -2.3482  4.0187  0.09
H  5.2674  -0.3576  3.1304  0.11
H  -2.2270  -0.9776  -5.7687  0.11
H  -2.9010  0.9892  -7.1424  0.09
H  -2.2622  3.2636  -6.4714  0.09
H  -0.9286  3.6488  -4.4019  0.11
H  1.3101  5.1557  -1.5365  0.11
H  2.6949  6.6800  -0.1288  0.10
H  4.0317  5.7901  1.7316  0.09
H  4.0300  3.3529  2.2454  0.11
H  1.1062  -6.5271  -0.5967  0.11
O  -3.0236  -1.0080  -1.6892  -0.06
C  -3.0241  0.2177  -1.5332  -0.60
O  -2.4573  0.8593  -0.6059  -0.22
H  -3.5792  0.8425  -2.2781  0.13
Cl  -5.9466  -1.7230  1.0091  0.66
C  -4.4443  -2.5893  0.9332  -0.64
C  -4.4330  -3.9690  0.8764  -0.09
C  -3.2023  -4.6044  0.8184  -0.05
C  -2.0543  -3.8316  0.8133  -0.12
N  -2.0814  -2.5033  0.8467  0.00
C  -3.2524  -1.8847  0.9144  -0.21
H  -5.3605  -4.5245  0.8750  0.10
H  -3.1311  -5.6815  0.7701  0.10
H  -1.0760  -4.2937  0.7772  0.10
H  -3.2524  -0.8011  0.9149  0.08
Cl  -1.3016  -0.9638  3.5750  0.44
C  0.1561  -1.0854  2.5005  -0.74
H  0.4771  -2.1254  2.5617  -0.02
H  0.9185  -0.4483  2.9456  -0.03
C  0.8738  2.5651  3.9875  -0.10
C  -0.5933  2.6018  4.3986  -0.29
C  -1.5022  3.2702  3.3756  -0.35
S  -1.9247  2.2137  1.9702  0.94
O  -0.5976  1.8741  1.3360  -0.62
C  -2.7039  3.5128  0.9621  -0.34
C  -1.7625  4.1804  -0.0286  -0.27
C  -0.8302  5.2275  0.5642  -0.11
H  1.4740  2.0800  4.7578  0.08
H  1.2653  3.5749  3.8420  0.07
H  1.0102  2.0218  3.0543  0.04
H  -0.6967  3.1647  5.3327  0.10
H  -0.9486  1.5936  4.6028  0.06
H  -1.0617  4.1920  2.9949  0.08
H  -2.4740  3.5113  3.8140  0.09
H  -3.1370  4.2198  1.6751  0.08
H  -3.4922  2.9980  0.4246  0.07
H  -2.3891  4.6220  -0.8089  0.11
H  -1.1842  3.4003  -0.5245  0.07
H  -1.3654  5.9329  1.2068  0.08
H  -0.3442  5.8022  -0.2256  0.06
H  -0.0337  4.7665  1.1495  0.06

Its largest force on an atom is 0.5 eV/Å. Its charge is -1. The LUMO energy (alpha / beta) is 1.18 / 1.25 eV. The value obtained for the highest occupied orbital energy (alpha / beta) is -3.72 / -3.81 eV. The calculation puts the total energy at -108542.8865 eV.

---

(4)
Density functional theory data (ωB97M-V/def2-TZVPD) for a gas-phase ion, C4H7N2O (charge +1).

Each line ends with the Löwdin charge.
Atoms and positions in Å:
C  -2.4027  0.6403  0.0429  0.22
N  -1.1938  0.3599  0.1685  0.01
C  0.1085  0.9438  -0.0399  -0.04
N  0.6853  -0.4013  0.1113  -0.02
C  2.0613  -0.7158  0.0049  -0.01
C  -0.4804  -1.0125  0.1620  -0.38
O  -1.1208  -1.9996  0.0801  0.21
H  -2.7275  1.6042  -0.3986  0.15
H  -3.0067  -0.2520  0.3785  0.16
H  0.5154  1.7807  0.5989  0.17
H  0.1115  1.5592  -0.9605  0.16
H  2.4169  -0.0422  -0.8284  0.12
H  2.7662  -0.6524  0.8668  0.11
H  2.2670  -1.8124  -0.1865  0.13

Its largest force on an atom is 3.3 eV/Å. As for the SMILES: C=[N+]1CN(C)C1=O. Its charge is +1. The LUMO energy is -5.35 eV. The value obtained for the highest occupied orbital energy is -14.98 eV. The calculation puts the total energy at -9279.8065 eV.

---

(5)
Density functional theory data (ωB97M-V/def2-TZVPD) for 2 unconnected molecules or ions with the total composition CH5OPS.

Each line ends with the Löwdin charge.
Atoms and positions in Å:
C  1.4695  -0.8590  -0.0853  0.00
O  -1.9512  -1.2009  0.7592  -0.68
P  -1.6031  1.6030  -0.0257  0.55
S  -1.3251  -0.5676  -0.3998  0.52
H  1.4629  -1.6615  0.6009  -0.03
H  1.4271  0.1724  0.3651  0.01
H  1.8652  -1.2421  -0.9951  -0.02
H  -0.7494  1.8565  0.8890  -0.25
H  -0.5960  1.8990  -1.1083  -0.10

Its largest force on an atom is 4.9 eV/Å. The LUMO energy (alpha / beta) is -0.11 / -0.85 eV. The value obtained for the highest occupied orbital energy (alpha / beta) is -8.71 / -8.82 eV. The calculation puts the total energy at -23285.3401 eV.